1.
A cluster of 3 separate species, C18H23ClN2O5S2 in total in a non-equilibrium geometry, computed with wB97M-V/def2-TZVPD.

Each line ends with the natural charge from an NBO analysis.
Atoms and positions in Å:
O 9.8456 -4.0527 -0.9607  -0.495
C 9.1822 -3.0837 -1.2039  0.576
Cl 9.4871 -2.2585 -2.8024  -0.088
C 8.1417 -2.5564 -0.1577  -0.528
C 6.7043 -3.1519 -0.3193  -0.028
C 6.3099 -4.5586 0.0306  -0.222
C 4.9266 -5.0294 -0.1173  -0.186
C 3.8240 -4.1177 -0.6142  0.081
N 2.5392 -4.6598 -0.6770  -0.367
C 1.6787 -3.7070 -1.1348  0.006
C 2.0269 -2.3073 -1.5425  -0.012
N 3.2896 -1.8037 -1.4598  -0.384
C 4.2042 -2.7362 -0.9686  0.178
C 5.6314 -2.2717 -0.8199  -0.208
H 8.4736 -2.7775 0.9000  0.256
H 8.0973 -1.4306 -0.2305  0.244
H 7.0640 -5.2763 0.4334  0.229
H 4.6503 -6.0815 0.1727  0.235
H 0.5970 -4.0098 -1.2328  0.215
H 1.2225 -1.6218 -1.9321  0.243
H 5.8750 -1.2048 -1.0867  0.232
O -1.0305 -1.6356 -1.3928  -0.951
S -0.6123 -0.2860 -1.0874  2.166
O 0.5803 0.2964 -1.6569  -0.936
C -1.9871 0.8141 -1.3797  -0.672
C -2.7382 0.8394 -0.0547  -0.401
C -1.6623 0.9355 1.0307  -0.405
C -0.5750 -0.0885 0.6928  -0.682
H -2.5891 0.4434 -2.2079  0.258
H -1.5808 1.7981 -1.6204  0.246
H -3.4372 1.6742 -0.0081  0.241
H -3.3078 -0.0862 0.0710  0.212
H -1.2333 1.9420 1.0291  0.210
H -2.0749 0.7571 2.0254  0.220
H 0.4128 0.2567 0.9964  0.255
H -0.7842 -1.0588 1.1441  0.247
O -5.6052 2.0626 -0.0165  -0.939
S -5.1812 3.4084 0.2860  2.165
O -3.9845 3.9834 -0.2819  -0.940
C -6.5523 4.5124 -0.0115  -0.672
C -7.3057 4.5430 1.3129  -0.406
C -6.2317 4.6385 2.4007  -0.401
C -5.1474 3.6101 2.0663  -0.683
H -7.1537 4.1417 -0.8401  0.259
H -6.1424 5.4944 -0.2539  0.243
H -8.0028 5.3807 1.3574  0.229
H -7.8781 3.6195 1.4394  0.217
H -5.7996 5.6432 2.3983  0.211
H -6.6467 4.4635 3.3944  0.228
H -4.1592 3.9524 2.3713  0.254
H -5.3613 2.6415 2.5192  0.249

Computed properties:
* gap between HOMO and LUMO: 8.41 eV
* E_LUMO: -0.2204 eV
* energy: -2441.88350 a.u.
* SMILES: O=C(Cl)Cc1ccc2nccnc2c1.O=S1(=O)CCCC1.O=S1(=O)CCCC1
* total charge: 0
* E_HOMO: -8.6 eV

=====

2.
The molecule C18H23ClN6O in a non-equilibrium geometry, computed with wB97M-V/def2-TZVPD.

Each line ends with the natural charge from an NBO analysis.
Atoms and positions in Å:
C 6.5036 0.6862 -0.4241  -0.250
O 6.4212 -0.6673 -0.0451  -0.533
C 5.1262 -1.1096 0.2674  -0.066
C 4.2225 -1.2956 -0.9686  -0.256
N 2.9433 -1.8457 -0.6082  -0.558
C 1.9213 -1.0704 -0.2078  0.447
N 2.0203 0.2530 -0.3092  -0.570
C 1.0092 1.0406 0.0502  0.492
C 1.2060 2.5317 -0.0967  -0.096
C 2.5824 2.8490 -0.6769  -0.595
C 1.0603 3.1680 1.2904  -0.596
C 0.1070 3.0671 -1.0212  -0.599
N -0.1604 0.6551 0.5375  -0.534
C -0.2727 -0.6645 0.6408  0.335
C 0.7156 -1.6065 0.2904  -0.050
N 0.2188 -2.8443 0.5536  -0.227
N -0.9567 -2.7164 1.0202  -0.033
N -1.2959 -1.4197 1.1019  -0.186
C -2.5986 -0.9809 1.5217  -0.245
C -3.4741 -0.7636 0.3125  -0.095
C -3.8338 -1.8620 -0.4606  -0.132
C -4.5996 -1.7121 -1.6014  -0.228
C -5.0181 -0.4494 -1.9877  -0.193
C -4.6654 0.6566 -1.2368  -0.227
C -3.8925 0.4982 -0.0958  -0.017
Cl -3.4675 1.9085 0.8090  0.013
H 7.5648 0.9215 -0.4786  0.195
H 6.0248 1.3336 0.3198  0.167
H 6.0444 0.8696 -1.4007  0.165
H 4.6331 -0.4133 0.9620  0.168
H 5.2621 -2.0730 0.7683  0.184
H 4.0302 -0.3265 -1.4324  0.230
H 4.7149 -1.9586 -1.6835  0.205
H 2.8729 -2.8299 -0.4003  0.408
H 2.7053 3.9259 -0.7684  0.204
H 2.6928 2.3974 -1.6589  0.214
H 3.3649 2.4584 -0.0325  0.212
H 1.8308 2.7960 1.9629  0.206
H 0.0873 2.9242 1.7080  0.225
H 1.1542 4.2491 1.2176  0.206
H -0.8698 2.8181 -0.6163  0.229
H 0.1889 4.1479 -1.1124  0.206
H 0.1949 2.6256 -2.0118  0.206
H -3.0164 -1.7642 2.1591  0.239
H -2.4805 -0.0542 2.0870  0.247
H -3.4928 -2.8407 -0.1553  0.219
H -4.8686 -2.5774 -2.1873  0.218
H -5.6177 -0.3223 -2.8760  0.219
H -4.9819 1.6450 -1.5311  0.228

Computed properties:
* gap between HOMO and LUMO: 9.29 eV
* E_LUMO: 0.6959 eV
* energy: -1563.68080 a.u.
* SMILES: COCCNc1nc(C(C)(C)C)nc2c1nnn2Cc1ccccc1Cl
* total charge: 0
* E_HOMO: -8.6 eV

=====

3.
A cluster of 3 separate species, C18H23F16O3S in total in a non-equilibrium geometry, computed with wB97M-V/def2-TZVPD.

Each line ends with the natural charge from an NBO analysis.
Atoms and positions in Å:
C 3.3155 4.1794 2.0864  -0.210
C 4.1147 3.3066 1.8923  -0.042
C 5.2303 2.3712 1.7232  -0.485
C 4.7945 1.0652 1.0434  -0.388
C 3.8833 0.1686 1.9026  -0.583
S 2.1197 0.4565 1.7323  1.043
O 1.7110 1.5188 2.8298  -0.647
C 0.2672 1.5300 3.0913  -0.080
C -0.5763 1.6016 1.8348  -0.464
C -0.1392 2.6777 0.8107  -0.646
H 2.6042 4.9429 2.2986  0.250
H 5.9898 2.8328 1.0902  0.260
H 5.7071 2.1720 2.6842  0.243
H 4.3043 1.3138 0.1006  0.218
H 5.6831 0.4821 0.7992  0.244
H 4.1432 0.1871 2.9612  0.281
H 4.0008 -0.8586 1.5502  0.269
H 2.0981 1.1646 0.5738  0.141
H 0.0217 0.6256 3.6540  0.203
H 0.0710 2.3707 3.7513  0.229
H -1.6005 1.8203 2.1382  0.254
H -0.6265 0.6220 1.3593  0.228
H 0.1224 2.1609 -0.1153  0.216
H -0.9670 3.3372 0.5680  0.248
H 0.7282 3.2510 1.1406  0.212
C -1.3427 1.5932 -5.0990  -0.135
C -2.7033 1.9873 -5.6961  0.596
C -3.3089 3.3233 -5.2552  0.520
F -3.5524 3.3319 -3.9272  -0.326
F -4.4810 3.5014 -5.8975  -0.312
F -3.5899 0.9896 -5.5092  -0.306
F -2.4965 2.1136 -7.0362  -0.322
O -1.3489 0.6773 -4.0106  -0.506
C -1.4598 1.0787 -2.7119  0.853
C -2.7309 0.5213 -2.0580  0.500
F -3.8176 0.9246 -2.7305  -0.305
F -2.8346 0.9884 -0.7847  -0.336
F -1.3725 2.4176 -2.5881  -0.320
F -0.3841 0.5710 -2.0420  -0.344
H -0.8403 1.0444 -5.8934  0.235
H -0.7279 2.4682 -4.8890  0.207
H -2.6405 4.1519 -5.5052  0.142
H -2.7048 -0.5707 -2.0437  0.161
C 0.0887 -3.6671 2.6581  -0.133
C -0.2234 -5.1444 2.9551  0.596
C 0.1445 -6.1885 1.8949  0.522
F -0.5363 -5.9822 0.7504  -0.321
F -0.1823 -7.4078 2.3667  -0.310
F -1.5184 -5.2686 3.3009  -0.302
F 0.5326 -5.4610 4.0450  -0.325
O -0.9764 -2.8513 2.1886  -0.512
C -1.2520 -2.7694 0.8442  0.850
C -2.6651 -3.2550 0.5053  0.504
F -2.8219 -4.5353 0.8690  -0.305
F -2.8346 -3.1552 -0.8337  -0.322
F -0.3102 -3.3815 0.1065  -0.314
F -1.2058 -1.4526 0.5012  -0.342
H 0.3416 -3.2468 3.6307  0.225
H 0.9768 -3.5579 2.0355  0.198
H 1.2185 -6.1671 1.6875  0.139
H -3.4079 -2.6372 1.0150  0.157

Computed properties:
* gap between HOMO and LUMO: 9.96 eV
* E_LUMO: -3.4666 eV
* energy: -2921.08013 a.u.
* total charge: +1
* E_HOMO: -13.4 eV

=====

4.
A cluster of 3 separate species, C18H23F3N2O4S in total, computed with wB97M-V/def2-TZVPD.

Each line ends with the natural charge from an NBO analysis.
Atoms and positions in Å:
O 2.6980 0.5622 4.2717  -0.918
S 1.8054 0.3493 3.1682  1.760
O 2.7635 -0.1574 1.9474  -0.723
C 2.0408 -0.7297 0.8441  -0.091
C 1.7861 0.2924 -0.2626  -0.443
C 1.6328 1.7487 0.1959  -0.435
C 0.7566 2.0350 1.4132  0.098
C -0.5879 1.3157 1.4325  -0.488
C -1.5206 1.8262 0.3279  -0.062
O -2.2445 0.7693 -0.2847  -0.520
C -3.3286 0.3173 0.4759  -0.150
C -3.6512 -1.1085 0.0768  0.960
F -4.3165 -1.1578 -1.0890  -0.328
F -2.5610 -1.8636 -0.0453  -0.313
F -4.4416 -1.6725 1.0050  -0.324
O 1.5029 1.8507 2.6412  -0.716
H 1.1114 -1.1691 1.2172  0.178
H 2.6531 -1.5472 0.4704  0.213
H 2.6296 0.2677 -0.9536  0.224
H 0.9101 -0.0340 -0.8298  0.217
H 1.2350 2.3227 -0.6435  0.218
H 2.6149 2.1717 0.4070  0.237
H 0.5609 3.1090 1.4338  0.205
H -0.4736 0.2400 1.2904  0.221
H -1.0319 1.4709 2.4179  0.224
H -0.9638 2.2952 -0.4816  0.196
H -2.2132 2.5761 0.7252  0.176
H -4.2230 0.9200 0.2858  0.198
H -3.1226 0.3135 1.5506  0.194
N 6.8464 -1.0548 1.6772  -0.426
C 6.0143 -0.6831 2.6495  0.031
C 6.4372 -0.1641 3.8650  -0.258
C 7.7971 -0.0261 4.0868  -0.172
C 8.6751 -0.4107 3.0854  -0.265
C 8.1506 -0.9157 1.9050  0.028
H 4.9566 -0.7938 2.4510  0.207
H 5.7066 0.1279 4.6074  0.232
H 8.1672 0.3755 5.0216  0.214
H 9.7457 -0.3218 3.2118  0.216
H 8.8098 -1.2242 1.1005  0.188
N -7.3012 -1.3760 -6.5949  -0.416
C -8.0614 -1.0452 -5.5540  0.033
C -7.5603 -0.8042 -4.2831  -0.261
C -6.1941 -0.9127 -4.0795  -0.170
C -5.3907 -1.2576 -5.1542  -0.260
C -5.9909 -1.4776 -6.3854  0.033
H -9.1258 -0.9696 -5.7481  0.191
H -8.2289 -0.5393 -3.4751  0.218
H -5.7630 -0.7346 -3.1038  0.221
H -4.3194 -1.3568 -5.0435  0.220
H -5.3917 -1.7494 -7.2476  0.192

Computed properties:
* gap between HOMO and LUMO: 9.83 eV
* E_LUMO: 0.4164 eV
* energy: -1807.91248 a.u.
* total charge: 0
* E_HOMO: -9.4 eV

=====

5.
The ion C18H23FNO2 with charge +1, computed with wB97M-V/def2-TZVPD.

Each line ends with the natural charge from an NBO analysis.
Atoms and positions in Å:
C 5.8543 1.8573 0.1306  -0.257
O 5.0572 0.7764 0.5677  -0.481
C 3.8493 0.5793 0.0111  0.337
C 3.2930 1.3743 -0.9855  -0.254
C 2.0308 1.0939 -1.4756  -0.178
C 1.3118 0.0044 -1.0154  -0.176
C -0.0561 -0.3136 -1.5587  -0.235
N -0.9894 -0.6056 -0.4360  -0.537
C -1.3400 0.5834 0.3790  -0.224
C -2.4733 1.4014 -0.2488  -0.438
C -3.8456 0.8742 0.0915  -0.118
C -4.6393 1.4963 1.0478  -0.174
C -5.9073 1.0250 1.3415  -0.203
C -6.4153 -0.0799 0.6791  -0.175
C -5.6477 -0.7245 -0.2758  -0.264
C -4.3869 -0.2359 -0.5428  0.376
F -3.6127 -0.8883 -1.4688  -0.357
C 1.8829 -0.8047 -0.0221  0.352
O 1.1301 -1.8866 0.4589  -0.576
C 1.5541 -3.1588 -0.0220  -0.250
C 3.1263 -0.5205 0.5188  -0.105
C 3.7165 -1.3212 1.6351  -0.642
H 6.7673 1.8017 0.7201  0.215
H 6.1027 1.7664 -0.9301  0.186
H 5.3625 2.8165 0.3143  0.184
H 3.8301 2.2204 -1.3796  0.228
H 1.6082 1.7276 -2.2400  0.221
H -0.4318 0.5209 -2.1522  0.232
H -0.0217 -1.1981 -2.2017  0.231
H -0.4444 -1.2945 0.1421  0.470
H -1.8481 -1.0366 -0.7970  0.450
H -1.6387 0.2490 1.3746  0.231
H -0.4363 1.1887 0.4748  0.236
H -2.3515 1.4330 -1.3337  0.226
H -2.4004 2.4246 0.1188  0.248
H -4.2573 2.3658 1.5606  0.221
H -6.5036 1.5279 2.0859  0.231
H -7.4062 -0.4415 0.9013  0.233
H -6.0115 -1.5863 -0.8114  0.243
H 2.6012 -3.3425 0.2147  0.200
H 1.4163 -3.2324 -1.1046  0.179
H 0.9323 -3.8960 0.4822  0.208
H 4.1835 -0.6487 2.3507  0.246
H 4.4984 -1.9814 1.2609  0.234
H 2.9561 -1.9105 2.1399  0.225

Computed properties:
* gap between HOMO and LUMO: 9.30 eV
* E_LUMO: -2.2441 eV
* energy: -1004.56983 a.u.
* SMILES: COc1ccc(C[NH2+]CCc2ccccc2F)c(OC)c1C
* total charge: +1
* E_HOMO: -11.5 eV